Entry from the Open Molecules 2025 dataset: one molecule with the formula C3H8F2N2 (the ωB97M-V functional and the def2-TZVPD basis).

Last column: Mulliken charge in e.
Element x y z (Å)
C1 -1.13 -0.04 0.65  -0.541
C2 0.04 -0.10 -0.31  0.815
C3 0.42 1.19 -1.10  -0.542
H1 -0.64 -2.37 0.98  0.214
H2 -1.22 -1.45 2.42  0.204
H3 -0.97 0.94 1.35  0.328
H4 -2.21 0.09 0.15  0.229
H5 1.36 1.24 -1.78  0.323
H6 -0.61 1.25 -1.61  0.274
H7 1.13 3.08 -0.37  0.302
H8 1.65 1.77 0.53  0.285
N1 -0.72 -1.35 1.49  -0.541
N2 0.66 2.17 0.05  -0.723
F1 1.19 -0.79 0.29  -0.298
F2 -0.54 -1.06 -1.16  -0.327

For the lowest unoccupied orbital energy, the calculation gives 0.87 eV. For the calculated total energy, the calculation gives -428.23274 a.u. The HOMO energy comes out at -8.93 eV. The value obtained for the largest force on an atom is 4.7 eV/Å. For the HOMO-LUMO gap, the calculation gives 9.80 eV. Its total charge is 0. The value obtained for the relative energy (zero: lowest compared OMol25 entry of this formula, charge and spin) is 76.95 kcal/mol.